Entry 1:
This record from the Open Molecules 2025 dataset describes a 2-piece molecular cluster, C2H6N4S overall at a distorted geometry. The level of theory is the ωB97M-V functional and the def2-TZVPD basis.

The largest force on an atom comes out at 5.82 eV/A. The HOMO-LUMO gap (spin up / spin down) is 7.76 / 7.76 eV. The LUMO energy (spin up / spin down) is 0.45 / 0.45 eV. The relative energy (zero: lowest compared OMol25 entry of this formula, charge and spin) is 4.5580 eV. The value obtained for the electronic energy is -696.858563 Ha. The value obtained for the HOMO energy (spin up / spin down) is -7.31 / -7.31 eV.

```
13
Properties=species:S:1:pos:R:3:forces:R:3:nbo_charge:R:1
C 0.6882 -0.1206 -0.5612 -0.043 1.666 -1.680 -0.067
C 0.3792 1.2838 -0.1630 2.471 0.033 0.528 -0.688
N -1.3938 -1.1586 -0.7439 -2.403 0.713 0.783 -0.022
N 0.9085 -1.1707 0.1544 0.489 3.675 -0.830 -0.177
N 1.1213 -1.1145 1.3918 0.392 -1.336 3.844 -0.606
N -2.1383 -0.5034 -0.1898 3.452 -3.635 -2.954 -0.180
S -3.2374 0.2758 0.4595 -2.913 2.395 2.012 0.143
H 0.5174 -0.2376 -1.5733 0.081 -0.922 -1.848 0.186
H 1.3530 1.7332 0.2302 -1.148 -0.128 -0.306 0.227
H -0.2970 1.2818 0.6890 -0.485 0.421 -0.074 0.224
H 0.0990 1.8793 -1.0737 -0.119 -0.641 1.195 0.241
H 0.8627 -2.0114 -0.3686 0.266 -1.406 0.196 0.404
H 1.1372 -0.1372 1.7487 -0.041 -0.834 -0.866 0.315
```
Forces are in eV/Å.



Entry 2:
This record from the Open Molecules 2025 dataset describes one molecule with the formula C26H28N2O6. The level of theory is the ωB97M-V functional and the def2-TZVPD basis.

The largest force on an atom comes out at 0.66 eV/A. The SMILES is COC[C@H](C)Oc1cc(O[C@@H](C)Cc2ccccc2)cc(C(=O)Nc2ccc(C(=O)O)cn2)c1. The HOMO-LUMO gap is 8.63 eV. The LUMO energy is 0.19 eV. The relative energy (zero: lowest compared OMol25 entry of this formula, charge and spin) is 1.0630 eV. The value obtained for the electronic energy is -1568.558351 Ha. The value obtained for the HOMO energy is -8.44 eV.

```
62
Properties=species:S:1:pos:R:3:forces:R:3:nbo_charge:R:1
C 4.0232 2.4886 1.2081 0.065 -0.003 0.089 -0.248
O 2.9560 2.5168 0.2950 -0.087 0.011 -0.242 -0.551
C 1.8540 3.2746 0.7462 -0.166 -0.046 -0.024 -0.092
C 0.8050 3.3493 -0.3822 0.474 0.266 -0.047 0.074
C 0.4604 4.7912 -0.7400 -0.066 -0.479 0.037 -0.611
O -0.4203 2.7337 -0.0241 -0.257 -0.116 0.074 -0.497
C -0.5276 1.3762 -0.0037 -0.227 -0.199 -0.025 0.340
C 0.5476 0.5035 -0.1253 0.296 0.119 -0.048 -0.421
C 0.3355 -0.8726 -0.0814 -0.591 0.074 0.076 0.422
O 1.3088 -1.8075 -0.1995 -0.078 -0.114 -0.105 -0.514
C 2.6767 -1.4412 -0.0638 0.426 -0.009 0.227 0.109
C 3.0072 -1.1333 1.3945 -0.198 0.055 -0.347 -0.646
C 3.4905 -2.6353 -0.5847 -0.271 0.332 -0.033 -0.423
C 4.9590 -2.3229 -0.5973 -0.028 -0.107 -0.005 -0.043
C 5.8133 -2.8596 0.3569 -0.016 0.001 -0.036 -0.159
C 7.1606 -2.5424 0.3575 0.084 -0.008 0.062 -0.224
C 7.6714 -1.6790 -0.5960 0.098 0.017 0.015 -0.220
C 6.8286 -1.1396 -1.5533 0.045 0.080 -0.055 -0.205
C 5.4833 -1.4608 -1.5535 -0.018 -0.018 0.028 -0.212
C -0.9591 -1.3634 0.0741 0.089 -0.042 -0.008 -0.267
C -2.0321 -0.4904 0.1854 0.641 0.139 0.027 -0.107
C -3.3830 -1.0880 0.3751 -0.218 0.079 -0.072 0.681
O -3.5574 -2.1566 0.9172 0.024 -0.146 0.037 -0.587
N -4.4023 -0.3207 -0.1387 0.312 0.308 -0.109 -0.609
C -5.7617 -0.5525 -0.1182 -0.576 -0.169 0.079 0.399
C -6.3590 -1.6621 0.4907 0.093 -0.058 0.038 -0.290
C -7.7310 -1.7606 0.4396 -0.175 0.373 -0.231 -0.096
C -8.4720 -0.7664 -0.2082 0.315 0.002 0.024 -0.264
C -9.9404 -0.8711 -0.2623 -0.405 -0.312 0.145 0.780
O -10.5834 -1.7709 0.2197 0.093 0.012 0.003 -0.595
O -10.5236 0.1499 -0.9139 0.001 0.430 -0.253 -0.687
C -7.7740 0.2951 -0.7812 -0.390 -0.234 0.106 0.103
N -6.4630 0.3993 -0.7376 0.549 0.110 -0.024 -0.467
C -1.8202 0.8828 0.1566 0.071 0.035 -0.010 -0.290
H 4.4132 3.4973 1.3893 0.015 -0.030 0.007 0.169
H 4.7997 1.8720 0.7594 0.057 0.014 0.083 0.199
H 3.7169 2.0524 2.1663 0.028 -0.006 -0.006 0.168
H 2.1877 4.2840 1.0242 -0.014 -0.060 -0.019 0.174
H 1.4066 2.8095 1.6382 0.011 0.051 -0.076 0.183
H 1.2326 2.8465 -1.2612 -0.067 0.011 0.127 0.192
H 1.3506 5.3163 -1.0725 0.109 0.070 -0.009 0.214
H -0.2790 4.8033 -1.5361 -0.047 0.045 -0.069 0.222
H 0.0423 5.2956 0.1271 -0.020 0.109 0.099 0.213
H 1.5419 0.8988 -0.2391 0.128 0.034 0.012 0.253
H 2.9031 -0.5669 -0.6891 -0.067 -0.097 0.018 0.175
H 2.7897 -2.0026 2.0107 0.000 -0.112 0.065 0.215
H 2.4065 -0.3004 1.7512 -0.016 0.101 0.079 0.218
H 4.0596 -0.8806 1.4904 0.088 0.052 0.058 0.223
H 3.2847 -3.4989 0.0486 -0.030 -0.036 -0.004 0.215
H 3.1437 -2.8638 -1.5946 -0.021 -0.045 0.023 0.226
H 5.4208 -3.5340 1.1043 -0.062 -0.073 0.073 0.202
H 7.8132 -2.9701 1.1046 0.051 -0.035 0.056 0.213
H 8.7223 -1.4302 -0.5960 0.082 0.015 -0.003 0.214
H 7.2218 -0.4687 -2.3032 0.029 0.046 -0.064 0.213
H 4.8316 -1.0424 -2.3074 -0.084 0.044 -0.097 0.210
H -1.1244 -2.4275 0.1119 -0.016 -0.128 0.030 0.241
H -4.1565 0.5304 -0.6285 -0.027 -0.176 0.048 0.422
H -5.7494 -2.4043 0.9770 0.004 -0.009 0.001 0.264
H -8.2524 -2.5917 0.8904 -0.019 -0.064 0.037 0.242
H -11.4853 0.0243 -0.9166 0.195 -0.203 0.137 0.502
H -8.2951 1.0911 -1.2942 -0.101 0.008 -0.013 0.212
H -2.6172 1.5966 0.2930 -0.110 0.088 0.013 0.222
```
Forces are in eV/Å.



Entry 3:
This record from the Open Molecules 2025 dataset describes C6H17BrLiO5 as an isolated structure at a distorted geometry. The level of theory is the ωB97M-V functional and the def2-TZVPD basis.

As for the charge: -1. The largest force on an atom comes out at 2.90 eV/A. The HOMO-LUMO gap is 3.99 eV. The LUMO energy is 0.99 eV. The relative energy (zero: lowest compared OMol25 entry of this formula, charge and spin) is 1.6517 eV. The value obtained for the electronic energy is -3196.469385 Ha. The value obtained for the HOMO energy is -3.00 eV.

```
30
Properties=species:S:1:pos:R:3:forces:R:3:nbo_charge:R:1
Li 8.1062 -15.0591 6.2633 -0.420 -0.033 -0.160 0.931
Br 6.1219 -14.0829 2.6658 0.381 -0.105 0.537 -0.974
C 5.4545 -17.3657 11.9559 0.314 1.383 0.402 -0.626
C 6.6833 -17.4211 11.0296 -1.422 -1.593 -1.955 -0.043
O 6.3942 -17.5257 9.6587 0.571 0.817 1.298 -0.975
H 4.7004 -18.1429 11.8318 0.309 -0.163 -0.231 0.191
H 4.9544 -16.3977 11.9246 -0.322 0.179 -0.442 0.170
H 5.8582 -17.3658 12.9684 -0.079 -0.443 0.493 0.164
H 7.1302 -18.3452 11.3962 0.772 -0.766 0.055 0.075
H 7.4137 -16.6673 11.3236 0.109 0.838 0.085 0.084
C 11.9451 -12.4106 7.7924 -0.065 -0.313 0.641 -0.088
C 12.5622 -13.7956 7.5834 -0.378 0.448 -1.148 -0.092
O 11.7464 -14.5197 6.6194 0.297 0.555 0.603 -0.740
O 10.7528 -12.5016 8.5418 -0.562 -0.056 0.070 -0.711
H 11.7196 -11.8764 6.8695 0.056 -0.392 -0.186 0.195
H 12.5879 -11.7594 8.3847 0.731 -0.101 -0.305 0.165
H 12.6430 -14.3653 8.5091 -0.135 0.135 0.175 0.171
H 13.5641 -13.6246 7.1896 0.197 -0.228 -0.160 0.166
H 12.1907 -15.3409 6.3962 0.089 -0.048 0.040 0.474
H 11.0512 -12.6006 9.4488 -0.441 -0.098 0.196 0.463
C 4.0812 -10.0535 10.4888 0.649 -0.054 -1.262 -0.076
C 4.1524 -10.3007 8.9306 -1.153 0.161 1.783 -0.082
O 2.9766 -9.7188 8.3595 0.566 0.101 -0.136 -0.723
O 4.4012 -8.7018 10.8108 0.080 -0.003 -0.413 -0.729
H 4.8076 -10.7335 10.9339 0.128 -0.091 0.176 0.159
H 3.0941 -10.3144 10.8704 -0.150 -0.074 -0.275 0.171
H 4.1075 -11.3810 8.7928 0.114 -0.182 0.008 0.171
H 5.0743 -9.9407 8.4738 0.016 0.288 0.221 0.173
H 3.1884 -9.5002 7.4490 -0.184 0.029 -0.099 0.469
H 4.1469 -8.5011 11.7144 -0.068 -0.190 -0.010 0.467
```
Forces are in eV/Å.



Entry 4:
This record from the Open Molecules 2025 dataset describes one molecule with the formula C5H8N2 at a distorted geometry. The level of theory is the ωB97M-V functional and the def2-TZVPD basis.

The largest force on an atom comes out at 7.08 eV/A. The SMILES is C#CC1(N)CNC1. The HOMO-LUMO gap is 9.50 eV. The LUMO energy is 0.89 eV. The relative energy (zero: lowest compared OMol25 entry of this formula, charge and spin) is 5.6614 eV. The value obtained for the electronic energy is -304.627444 Ha. The value obtained for the HOMO energy is -8.61 eV.

```
15
Properties=species:S:1:pos:R:3:forces:R:3:nbo_charge:R:1
C -1.2752 0.0289 2.2274 -0.710 -0.121 -3.489 -0.278
C -0.9555 0.0136 0.9988 -2.500 -1.369 5.829 -0.016
C -0.2042 -0.3123 -0.1883 0.800 0.828 -1.011 -0.029
N -0.0653 -1.6701 -0.7694 -2.448 -2.631 0.913 -0.826
C 1.2029 0.1886 0.2591 1.326 -0.248 0.877 -0.184
N 1.1253 1.3200 -0.7748 0.957 1.890 2.228 -0.639
C -0.2352 0.8841 -1.2458 5.049 -4.962 -0.182 -0.190
H -1.9452 -0.0035 3.1458 1.514 0.254 -1.743 0.259
H 0.0226 -2.4203 0.0284 -0.062 2.093 -1.728 0.370
H -0.9255 -2.0834 -1.3282 1.940 1.725 1.501 0.373
H 2.0249 -0.7253 0.1872 -1.714 2.708 -0.318 0.202
H 1.1657 0.5617 1.3749 0.455 -0.727 -2.355 0.209
H 1.2910 2.3199 -0.2563 -1.125 -3.228 -1.923 0.373
H -1.0243 1.4383 -1.3753 -4.257 3.815 0.747 0.192
H -0.2021 0.4598 -2.2833 0.776 -0.026 0.652 0.182
```
Forces are in eV/Å.



> Which formula does entry 3 have?

C6H17BrLiO5